This record from the OMol25 dataset describes a cluster of 9 separate species, C38H103N9O10 in total in a non-equilibrium geometry. The level of theory is ωB97M-V/def2-TZVPD.

Properties
- Calculated total energy: -2754.54215 Ha
- Spin multiplicity: 1
- Gap between HOMO and LUMO: 0.339 Eh
- SMILES: COC[C@H](C)N.COC[C@H](C)N.COC[C@H](C)N.COC[C@H](C)N.COC[C@H](C)N.COC[C@H](C)N.COC[C@H](C)N.COC[C@H](C)N.COCCNCCOC

Last column: Löwdin charge in e.
Geometry (Å):
C  5.17  0.14  -2.05  -0.10
O  3.81  -0.03  -2.40  -0.21
C  3.49  -1.38  -2.72  -0.19
C  3.56  -2.34  -1.51  -0.42
C  3.22  -3.77  -1.94  -0.05
N  2.69  -1.92  -0.40  0.06
H  5.38  1.19  -2.25  0.07
H  5.82  -0.38  -2.77  0.09
H  5.44  -0.28  -1.08  0.08
H  2.47  -1.35  -3.12  0.12
H  4.18  -1.68  -3.52  0.12
H  4.56  -2.25  -1.07  0.12
H  3.97  -4.25  -2.57  0.08
H  2.29  -3.88  -2.50  0.07
H  3.05  -4.29  -0.99  0.06
H  1.70  -1.85  -0.67  0.04
H  2.98  -0.96  -0.25  0.06
C  1.62  -4.64  5.25  -0.12
O  1.87  -5.62  4.28  -0.17
C  2.47  -5.18  3.08  -0.21
C  3.91  -4.74  3.22  -0.46
C  4.32  -4.11  1.88  -0.07
N  4.78  -5.89  3.51  0.05
H  1.13  -5.02  6.15  0.09
H  1.04  -3.79  4.88  0.07
H  2.56  -4.20  5.60  0.08
H  2.46  -6.03  2.39  0.13
H  1.87  -4.39  2.62  0.12
H  4.01  -3.93  3.96  0.12
H  4.10  -4.90  1.14  0.07
H  5.40  -3.97  1.78  0.08
H  3.71  -3.23  1.69  0.05
H  5.69  -5.51  3.73  0.07
H  4.44  -6.30  4.38  0.07
C  4.73  1.72  1.54  -0.07
O  5.64  2.82  1.69  -0.20
C  5.14  4.03  1.17  -0.22
C  4.97  3.98  -0.35  -0.43
C  6.30  3.52  -1.00  -0.07
N  4.62  5.31  -0.85  0.03
H  5.03  1.17  0.65  0.06
H  3.70  2.06  1.54  0.08
H  4.94  1.07  2.40  0.09
H  4.29  4.44  1.72  0.13
H  5.92  4.77  1.40  0.13
H  4.20  3.26  -0.66  0.12
H  6.94  4.35  -0.65  0.08
H  6.36  3.45  -2.09  0.07
H  6.83  2.66  -0.59  0.07
H  5.43  5.86  -0.60  0.07
H  4.57  5.28  -1.87  0.07
C  -6.31  -3.75  -2.69  -0.11
O  -6.11  -3.89  -1.30  -0.19
C  -5.47  -2.72  -0.79  -0.22
C  -5.16  -2.78  0.69  -0.45
C  -4.69  -1.43  1.21  -0.06
N  -4.13  -3.79  0.94  0.05
H  -6.96  -2.93  -3.01  0.09
H  -6.72  -4.69  -3.05  0.09
H  -5.30  -3.59  -3.09  0.08
H  -4.50  -2.64  -1.31  0.12
H  -6.14  -1.88  -0.97  0.13
H  -6.09  -3.02  1.22  0.14
H  -5.54  -0.75  1.24  0.08
H  -3.78  -1.09  0.72  0.07
H  -4.38  -1.48  2.26  0.07
H  -4.00  -3.86  1.95  0.07
H  -4.50  -4.69  0.66  0.07
C  0.31  1.86  -4.96  -0.09
O  0.13  2.81  -3.93  -0.21
C  1.29  3.47  -3.48  -0.22
C  0.84  4.64  -2.66  -0.44
C  -0.23  5.53  -3.32  -0.05
N  1.96  5.52  -2.28  0.04
H  -0.63  1.59  -5.42  0.09
H  0.81  0.98  -4.51  0.08
H  1.07  2.22  -5.66  0.09
H  2.07  2.83  -3.07  0.13
H  1.72  4.00  -4.35  0.13
H  0.41  4.21  -1.73  0.12
H  -0.71  6.29  -2.72  0.08
H  -1.02  4.84  -3.63  0.06
H  0.30  5.94  -4.19  0.09
H  1.62  6.39  -1.87  0.07
H  2.40  5.14  -1.44  0.04
C  -5.43  0.47  5.97  -0.11
O  -4.36  0.08  5.14  -0.19
C  -3.11  0.65  5.56  -0.20
C  -2.70  2.02  5.09  -0.40
C  -3.29  3.22  5.85  -0.05
N  -3.00  2.14  3.63  0.07
H  -5.35  0.03  6.97  0.09
H  -6.34  0.08  5.52  0.09
H  -5.60  1.54  6.13  0.07
H  -3.01  0.54  6.65  0.13
H  -2.38  -0.02  5.09  0.12
H  -1.62  2.06  5.25  0.14
H  -3.38  4.05  5.16  0.04
H  -2.63  3.50  6.68  0.08
H  -4.23  3.08  6.38  0.06
H  -3.72  1.43  3.48  0.07
H  -2.15  1.79  3.20  0.02
C  -2.61  4.24  -1.11  -0.10
O  -2.15  5.15  -0.14  -0.20
C  -2.38  4.77  1.21  -0.19
C  -1.71  5.81  2.12  -0.41
C  -0.22  5.94  1.98  -0.06
N  -2.08  5.50  3.52  0.04
H  -2.25  3.22  -0.92  0.08
H  -2.27  4.54  -2.09  0.06
H  -3.70  4.15  -1.02  0.09
H  -3.44  4.88  1.48  0.13
H  -2.02  3.74  1.26  0.10
H  -2.19  6.77  1.90  0.14
H  0.07  5.87  0.92  0.07
H  0.34  5.11  2.43  0.07
H  0.22  6.81  2.47  0.08
H  -2.12  4.49  3.60  0.02
H  -3.02  5.83  3.70  0.06
C  -3.49  -6.39  -4.55  -0.10
O  -2.08  -6.30  -4.41  -0.18
C  -1.56  -4.98  -4.47  -0.21
C  -1.63  -4.30  -5.83  -0.40
C  -0.76  -3.02  -5.76  -0.07
N  -2.96  -3.78  -6.22  0.03
H  -3.67  -7.47  -4.48  0.09
H  -3.81  -6.15  -5.57  0.07
H  -4.03  -5.79  -3.82  0.08
H  -2.02  -4.40  -3.65  0.11
H  -0.53  -5.05  -4.12  0.12
H  -1.31  -5.02  -6.59  0.14
H  -1.22  -2.21  -5.18  0.07
H  -0.67  -2.66  -6.78  0.07
H  0.26  -3.18  -5.41  0.07
H  -3.51  -4.54  -6.60  0.05
H  -2.87  -3.09  -6.96  0.06
C  -1.01  -2.53  -1.10  -0.10
O  -0.01  -1.55  -1.10  -0.25
C  -0.45  -0.29  -1.57  -0.19
C  0.55  0.78  -1.16  -0.20
N  0.83  0.75  0.25  -0.04
C  0.02  1.65  1.08  -0.19
C  0.18  1.40  2.58  -0.21
O  -0.33  0.16  3.01  -0.19
C  0.43  -1.03  2.75  -0.07
H  -0.48  -3.48  -0.97  0.10
H  -1.52  -2.65  -2.07  0.08
H  -1.79  -2.44  -0.34  0.07
H  -1.40  -0.02  -1.08  0.12
H  -0.48  -0.30  -2.67  0.12
H  0.03  1.71  -1.44  0.11
H  1.44  0.68  -1.79  0.10
H  0.84  -0.15  0.70  0.05
H  -1.03  1.41  0.86  0.12
H  0.23  2.69  0.81  0.12
H  -0.59  2.12  2.87  0.08
H  1.15  1.65  3.01  0.13
H  1.45  -0.74  2.52  0.09
H  0.00  -1.62  1.94  0.09
H  0.34  -1.64  3.65  0.08